(1)
C16H10 in the gas phase. Source: the Open Molecules 2025 dataset; level of theory: ωB97M-V with the def2-TZVPD basis set.

Last column: natural (NBO) charge in e.
Geometry (Å):
C (0.287, 2.261, -3.834)  -0.232
C (0.165, 1.647, -2.782)  -0.013
C (-0.051, 0.943, -1.546)  -0.102
C (-1.167, 1.318, -0.745)  -0.134
C (-1.422, 0.686, 0.457)  -0.018
C (-2.595, 1.036, 1.140)  -0.180
C (-2.831, 0.511, 2.409)  -0.217
C (-1.935, -0.388, 2.983)  -0.205
C (-0.794, -0.790, 2.270)  -0.173
C (-0.483, -0.207, 1.014)  -0.075
C (0.678, -0.574, 0.244)  0.037
C (1.638, -1.508, 0.721)  -0.192
C (2.743, -1.880, 0.001)  -0.212
C (2.898, -1.356, -1.306)  -0.204
C (1.959, -0.461, -1.818)  -0.182
C (0.852, -0.047, -1.054)  -0.067
H (0.419, 2.811, -4.755)  0.245
H (-1.826, 2.059, -1.123)  0.216
H (-3.368, 1.697, 0.707)  0.215
H (-3.703, 0.810, 2.948)  0.212
H (-2.124, -0.798, 3.963)  0.215
H (-0.151, -1.504, 2.727)  0.206
H (1.464, -1.942, 1.677)  0.202
H (3.490, -2.574, 0.398)  0.218
H (3.753, -1.700, -1.885)  0.215
H (2.105, -0.049, -2.811)  0.226

HOMO = -7.92 eV
Relative energy (zero: lowest compared OMol25 entry of this formula, charge and spin) = 0.0 kJ/mol
LUMO = -0.03 eV
Total charge = 0
HOMO-LUMO gap = 7.893 eV

=====

(2)
A molecular structure, C16H10ClF5HfS. Source: the Open Molecules 2025 dataset; level of theory: ωB97M-V with the def2-TZVPD basis set.

Last column: natural (NBO) charge in e.
Geometry (Å):
C (1.709, 2.301, -1.220)  -0.465
C (0.431, 2.541, -1.877)  -0.225
C (0.187, 1.521, -2.838)  -0.199
H (-0.107, 3.484, -1.964)  0.262
C (1.272, 0.592, -2.773)  -0.234
C (2.252, 1.020, -1.737)  -0.593
H (3.297, 0.675, -1.723)  0.290
H (2.202, 3.023, -0.557)  0.275
H (-0.656, 1.475, -3.519)  0.269
H (1.445, -0.131, -3.581)  0.257
Hf (0.871, 0.481, -0.038)  1.808
Cl (-0.055, 1.919, 1.561)  -0.430
C (-3.875, -0.831, -0.276)  -0.348
C (-3.305, -1.504, -1.412)  -0.343
C (-3.097, -0.546, -2.464)  -0.308
H (-3.042, -2.554, -1.446)  0.192
C (-3.586, 0.731, -1.985)  -0.381
C (-4.091, 0.532, -0.652)  -0.307
H (-4.532, 1.271, -0.007)  0.191
H (-4.037, -1.265, 0.710)  0.195
H (-2.435, -0.620, -3.307)  0.180
H (-3.345, 1.640, -2.497)  0.182
F (2.743, -0.938, 5.399)  -0.261
C (2.288, -1.002, 4.138)  0.323
C (3.184, -0.917, 3.078)  0.270
F (4.501, -0.701, 3.311)  -0.277
C (2.770, -1.159, 1.781)  0.340
F (3.653, -0.988, 0.758)  -0.279
C (1.417, -1.471, 1.526)  -0.422
S (1.014, -1.831, -0.258)  -0.125
C (0.526, -1.682, 2.614)  0.373
F (-0.754, -2.016, 2.391)  -0.253
C (0.975, -1.419, 3.892)  0.321
F (0.179, -1.630, 4.970)  -0.278

HOMO (spin up / spin down) = -5.60 / -5.59 eV
Relative energy (zero: lowest compared OMol25 entry of this formula, charge and spin) = 371.6 kJ/mol
LUMO (spin up / spin down) = -2.45 / -2.45 eV
Total charge = 0
HOMO-LUMO gap (spin up / spin down) = 3.154 / 3.136 eV

=====

(3)
A molecular structure, C16H11CrFN6S3. Source: the Open Molecules 2025 dataset; level of theory: ωB97M-V with the def2-TZVPD basis set.

Last column: Mulliken spin population.
Geometry (Å):
Cr (0.335, 0.730, 1.136)  3.112
C (-3.994, 0.877, 1.426)  -0.003
C (-2.539, 0.542, 1.460)  0.032
N (-1.619, 1.409, 1.205)  -0.058
N (-1.975, 2.675, 0.911)  -0.010
C (-0.937, 3.446, 0.622)  -0.003
N (-1.266, 4.719, 0.278)  -0.002
S (0.727, 3.031, 0.614)  -0.039
C (-2.052, -0.804, 1.792)  0.001
C (-2.882, -1.838, 2.216)  0.000
C (-2.321, -3.067, 2.520)  0.002
C (-0.952, -3.240, 2.403)  0.002
C (-0.186, -2.165, 1.983)  0.017
N (-0.725, -0.991, 1.686)  -0.022
H (-4.157, 1.666, 0.694)  0.001
H (-4.332, 1.257, 2.394)  0.003
H (-4.597, 0.010, 1.164)  0.001
H (-2.209, 5.017, 0.457)  0.000
H (-0.535, 5.403, 0.228)  0.001
H (-3.946, -1.681, 2.316)  0.001
H (-2.952, -3.883, 2.850)  0.000
H (-0.479, -4.185, 2.628)  0.000
H (0.889, -2.223, 1.862)  -0.009
S (2.517, -0.111, 0.793)  -0.032
C (2.611, -0.293, -0.945)  -0.016
C (3.850, -0.572, -1.522)  0.008
C (4.003, -0.743, -2.893)  0.001
C (5.298, -1.032, -3.428)  0.001
N (6.343, -1.258, -3.853)  0.000
C (2.880, -0.624, -3.726)  0.005
C (1.643, -0.343, -3.162)  0.007
C (1.479, -0.179, -1.785)  0.004
S (-0.118, 0.130, -1.161)  -0.047
C (2.987, -0.790, -5.144)  0.000
N (3.066, -0.912, -6.285)  0.002
H (4.717, -0.657, -0.880)  0.001
H (0.779, -0.248, -3.805)  0.000
F (0.650, 0.927, 2.948)  0.040

HOMO (spin up / spin down) = -4.29 / -4.49 eV
Relative energy (zero: lowest compared OMol25 entry of this formula, charge and spin) = 0.0 kJ/mol
LUMO (spin up / spin down) = 2.01 / 1.90 eV
2S+1 = 4
Total charge = -1
HOMO-LUMO gap (spin up / spin down) = 6.301 / 6.388 eV

=====

(4)
A molecular structure, C16H11F6N3O3Pt. Source: the Open Molecules 2025 dataset; level of theory: ωB97M-V with the def2-TZVPD basis set.

Last column: Mulliken spin population.
Geometry (Å):
Pt (0.008, 0.528, -0.002)  0.486
O (-1.171, 4.338, 0.000)  0.496
C (-1.185, 3.111, -0.001)  -0.047
N (-0.027, 2.422, 0.000)  0.056
C (1.139, 3.153, 0.003)  0.279
O (1.063, 4.400, 0.004)  0.684
C (2.306, 2.334, 0.005)  0.399
C (3.663, 2.843, 0.008)  0.041
C (4.685, 1.974, 0.009)  0.209
C (4.404, 0.553, 0.007)  0.441
C (3.051, 0.102, 0.004)  0.151
N (2.032, 0.915, 0.003)  0.160
C (-2.358, 2.201, -0.005)  0.092
C (-3.646, 2.665, -0.007)  -0.006
C (-4.686, 1.730, -0.011)  0.000
C (-4.371, 0.391, -0.012)  -0.005
C (-3.035, -0.012, -0.009)  -0.001
N (-2.038, 0.864, -0.006)  -0.014
H (3.792, 3.917, 0.009)  0.010
H (5.713, 2.309, 0.011)  0.008
H (5.194, -0.183, 0.008)  0.008
H (2.830, -0.959, 0.003)  0.066
H (-3.836, 3.730, -0.006)  0.001
H (-5.716, 2.060, -0.013)  0.000
H (-5.141, -0.368, -0.015)  0.000
H (-2.763, -1.052, -0.011)  -0.003
C (1.419, -3.509, -0.012)  0.011
C (0.097, -2.759, 0.001)  -0.030
O (0.312, -1.367, -0.002)  0.445
C (-0.710, -3.091, -1.286)  0.028
F (-1.871, -2.421, -1.332)  0.001
F (0.007, -2.715, -2.347)  -0.001
F (-0.960, -4.383, -1.368)  0.006
C (-0.685, -3.094, 1.302)  0.029
F (-1.846, -2.427, 1.374)  0.001
F (0.051, -2.720, 2.349)  -0.001
F (-0.933, -4.387, 1.385)  0.006
H (1.975, -3.254, -0.912)  -0.002
H (1.247, -4.585, -0.010)  -0.001
H (1.991, -3.254, 0.879)  -0.002

HOMO (spin up / spin down) = -14.56 / -17.24 eV
LUMO (spin up / spin down) = -7.81 / -11.23 eV
2S+1 = 5
Total charge = +2
HOMO-LUMO gap (spin up / spin down) = 6.747 / 6.001 eV

=====

(5)
A molecular structure, C16H11FN4O3S. Source: the Open Molecules 2025 dataset; level of theory: ωB97M-V with the def2-TZVPD basis set.

Last column: natural (NBO) charge in e.
Geometry (Å):
O (-0.016, 5.393, -3.815)  -0.541
O (-1.668, 2.247, -6.101)  -0.915
O (-3.700, 2.577, -4.815)  -0.878
F (1.458, -4.215, 5.596)  -0.321
N (-1.517, -1.975, 0.188)  -0.198
N (-1.672, -1.122, -0.768)  -0.021
C (-0.768, 4.467, -3.906)  0.639
C (-0.423, -1.582, 0.978)  0.054
C (0.064, -0.441, 0.445)  -0.068
C (-0.091, -4.073, 3.796)  -0.265
C (-0.556, -3.448, 2.674)  -0.180
C (0.220, 3.268, -1.863)  -0.150
C (0.216, 2.083, -1.111)  -0.195
C (1.393, -2.012, 2.681)  -0.172
C (-1.406, 1.084, -2.641)  -0.194
C (1.054, -3.594, 4.462)  0.405
C (0.130, -2.359, 2.109)  -0.061
C (-0.614, 3.327, -2.976)  -0.151
C (-0.611, 1.007, -1.468)  0.161
C (1.837, -2.583, 3.848)  -0.087
C (-1.385, 2.283, -3.426)  -0.219
N (-0.730, -0.153, -0.664)  -0.195
N (-1.792, 4.407, -4.797)  -0.817
C (3.224, -2.255, 4.277)  -0.631
S (-2.253, 2.801, -4.880)  2.233
H (0.898, 0.113, 0.818)  0.225
H (-0.577, -4.949, 4.237)  0.232
H (-1.497, -3.798, 2.269)  0.235
H (0.835, 4.115, -1.622)  0.254
H (0.834, 2.048, -0.200)  0.231
H (1.978, -1.224, 2.182)  0.202
H (-2.048, 0.259, -2.980)  0.267
H (-1.577, 4.820, -5.691)  0.447
H (3.417, -1.190, 4.319)  0.219
H (3.420, -2.646, 5.267)  0.230
H (3.923, -2.680, 3.577)  0.225

HOMO = -8.83 eV
LUMO = -0.84 eV
Total charge = 0
HOMO-LUMO gap = 7.983 eV

=====

(6)
A molecular structure, C16H11N3NiO4. Source: the Open Molecules 2025 dataset; level of theory: ωB97M-V with the def2-TZVPD basis set.

Last column: Mulliken spin population.
Geometry (Å):
Ni (0.002, 0.169, 0.067)  0.908
C (0.032, 0.530, 1.789)  0.001
O (0.085, 0.907, 2.881)  0.031
C (-0.004, 1.815, -0.409)  0.070
O (-0.005, 2.962, -0.510)  -0.011
C (-1.842, -0.007, -0.012)  0.041
O (-2.996, -0.004, 0.028)  -0.001
C (1.842, -0.009, -0.063)  0.032
O (2.997, -0.005, -0.050)  0.008
C (-0.007, -1.645, -4.950)  0.000
H (0.931, -2.214, -4.852)  0.000
H (-0.943, -2.213, -4.829)  0.000
C (-0.010, -0.345, -5.259)  0.001
H (-0.949, 0.212, -5.407)  0.000
H (0.925, 0.211, -5.431)  0.000
N (0.001, 1.344, 10.574)  -0.001
C (-0.064, 0.988, 9.474)  0.001
C (-0.116, 0.493, 8.091)  -0.003
C (-1.228, 0.670, 7.273)  0.003
C (-1.296, 0.095, 5.975)  -0.002
C (-0.250, -0.716, 5.457)  -0.005
C (0.903, -0.773, 6.257)  0.000
C (0.967, -0.186, 7.543)  0.003
N (-0.246, -1.626, 4.031)  -0.059
C (0.868, -2.386, 3.638)  0.328
C (0.948, -2.500, 2.257)  0.249
N (-0.160, -1.853, 1.754)  0.062
C (-0.809, -1.328, 2.817)  0.320
H (-2.042, 1.279, 7.660)  0.000
H (-2.185, 0.317, 5.382)  0.001
H (1.814, -1.255, 5.900)  0.005
H (1.872, -0.246, 8.137)  0.000
H (1.515, -2.817, 4.377)  0.004
H (1.709, -2.980, 1.610)  0.004
H (-1.838, -0.905, 2.694)  0.011

HOMO (spin up / spin down) = -14.27 / -14.26 eV
Relative energy (zero: lowest compared OMol25 entry of this formula, charge and spin) = 149.6 kJ/mol
LUMO (spin up / spin down) = -8.06 / -11.54 eV
2S+1 = 3
Total charge = +2
HOMO-LUMO gap (spin up / spin down) = 6.203 / 2.719 eV

=====

| no. | molar mass (u) | strongest force on any atom (eV/A) |
| --- | --- | --- |
| 1 | 202.3 | 4.44 |
| 2 | 543.3 | 2.66 |
| 3 | 454.5 | 0.24 |
| 4 | 602.3 | 0.64 |
| 5 | 358.4 | 5.35 |
| 6 | 368.0 | 8.28 |